[1]
# C6H12O2

C6H12O2 in the gas phase (the ωB97M-V functional and the def2-TZVPD basis, the Open Molecules 2025 dataset).

```
20
Properties=species:S:1:pos:R:3
O 0.46 -1.97 -1.12
C 0.58 -0.92 -1.69
O 0.67 -0.83 -3.04
C 0.64 0.45 -1.08
C -0.51 0.72 -0.08
C -0.49 -0.15 1.20
C -0.14 0.61 2.49
C -0.98 1.87 2.78
H 0.70 -1.72 -3.43
H 1.62 0.63 -0.65
H 0.55 1.18 -1.89
H -1.43 0.54 -0.63
H -0.47 1.77 0.16
H 0.28 -0.93 1.12
H -1.48 -0.60 1.30
H -0.23 -0.09 3.32
H 0.92 0.89 2.42
H -1.69 1.70 3.58
H -1.64 2.15 1.94
H -0.36 2.74 2.99
```

Calculated values
Largest force on an atom in eV/Å: 0.99
Gap between HOMO and LUMO in hartree: 0.4104
Relative energy (zero: lowest compared OMol25 entry of this formula, charge and spin) in eV: 0.359
Highest occupied orbital energy in eV: -10.36

***

[2]
# C5H8O4

C5H8O4 in the gas phase (the ωB97M-V functional and the def2-TZVPD basis, the Open Molecules 2025 dataset).

```
17
Properties=species:S:1:pos:R:3
C -1.33 1.11 -0.38
C -1.80 -0.02 0.14
C 0.13 0.95 -0.65
C 0.39 -0.51 -0.22
C 1.43 -0.63 0.90
O -0.87 -1.00 0.29
O -3.03 -0.36 0.56
O 0.80 -1.34 -1.25
O 2.51 0.23 0.64
H -1.89 2.01 -0.58
H 0.39 1.08 -1.70
H 0.75 1.64 -0.07
H 1.74 -1.68 0.94
H 0.95 -0.36 1.85
H -3.62 0.39 0.45
H 0.13 -1.35 -1.94
H 3.31 -0.14 1.03
```

Calculated values
Largest force on an atom in eV/Å: 0.77
Gap between HOMO and LUMO in hartree: 0.3310
Relative energy (zero: lowest compared OMol25 entry of this formula, charge and spin) in eV: 1.296
Highest occupied orbital energy in eV: -8.32

***

[3]
# C33H35F9IrN3O2P2S

C33H35F9IrN3O2P2S as an isolated structure in a non-equilibrium geometry (the ωB97M-V functional and the def2-TZVPD basis, the Open Molecules 2025 dataset).

```
86
Properties=species:S:1:pos:R:3
Ir 0.22 -0.12 0.48
C 2.97 -3.11 2.09
C 4.16 -2.77 1.47
C 4.18 -1.64 0.65
C 3.03 -0.92 0.45
N 1.85 -1.32 1.01
C 1.84 -2.36 1.84
C 3.00 0.40 -0.23
C 4.07 1.11 -0.72
C 3.86 2.43 -1.11
C 2.60 3.02 -0.99
C 1.56 2.25 -0.51
N 1.79 0.98 -0.19
C 0.14 2.65 -0.35
C -0.28 3.95 -0.56
C -1.63 4.25 -0.54
C -2.53 3.22 -0.37
C -2.05 1.94 -0.13
N -0.75 1.65 -0.06
H 2.92 -3.95 2.78
H 5.06 -3.34 1.63
H 5.11 -1.31 0.20
H 0.90 -2.56 2.34
H 5.06 0.68 -0.77
H 4.69 3.02 -1.48
H 2.46 4.06 -1.26
H 0.45 4.72 -0.75
H -1.97 5.26 -0.69
H -3.60 3.38 -0.40
H -2.73 1.11 -0.03
C -1.67 -2.04 2.95
P -1.76 -0.78 1.65
C -2.65 0.53 2.54
C -2.86 -1.40 0.32
C -4.25 -1.34 0.33
C -4.98 -1.83 -0.75
C -4.33 -2.41 -1.83
C -2.94 -2.50 -1.85
C -2.22 -1.98 -0.79
P -0.45 -2.15 -0.58
C -0.35 -3.78 0.21
C 0.58 -2.50 -2.03
H -2.70 -2.29 3.20
H -1.19 -1.59 3.82
H -1.15 -2.95 2.68
H -3.71 0.37 2.39
H -2.37 1.54 2.25
H -2.41 0.42 3.59
H -4.79 -0.91 1.17
H -6.06 -1.78 -0.73
H -4.91 -2.80 -2.66
H -2.44 -2.97 -2.69
H -0.72 -4.42 -0.60
H -1.02 -3.92 1.05
H 0.66 -4.10 0.44
H 0.04 -3.22 -2.65
H 1.48 -3.00 -1.67
H 0.81 -1.62 -2.61
O -0.51 0.06 -2.20
S -0.90 1.21 -3.12
C -1.77 0.46 -4.53
C -0.70 0.05 -5.53
C 0.26 1.22 -5.58
C 0.59 1.57 -4.12
H -2.42 1.24 -4.93
H -2.40 -0.33 -4.11
H -1.15 -0.17 -6.50
H -0.19 -0.86 -5.18
H -0.21 2.07 -6.07
H 1.18 1.00 -6.13
H 0.89 2.60 -3.97
H 1.34 0.90 -3.70
F -0.68 0.84 5.14
C 0.07 1.78 4.53
F -0.77 2.56 3.83
F 0.65 2.52 5.45
C 1.08 1.07 3.55
O 0.30 0.51 2.56
C 1.87 -0.01 4.35
F 2.97 -0.40 3.68
F 1.10 -1.11 4.50
F 2.24 0.40 5.55
C 2.07 2.15 3.03
F 2.80 2.68 3.99
F 2.92 1.62 2.12
F 1.40 3.12 2.39
```

Calculated values
Largest force on an atom in eV/Å: 2.10
Multiplicity: 2
Gap between HOMO and LUMO (alpha / beta) in hartree: 0.2810 / 0.2444
Charge: +3
Relative energy (zero: lowest compared OMol25 entry of this formula, charge and spin) in eV: 3.255
Highest occupied orbital energy (alpha / beta) in eV: -17.16 / -17.22

***

Total energy values (in eV) by entry order: -10511.948 -13503.787 -100041.863.